Record 1
{
  "formula": "C33H38GeN4O4SV",
  "method": "wB97M-V/def2-TZVPD",
  "spin_multiplicity": 2,
  "mol_weight_g_mol": 710.312,
  "orbital_gap_ha": [0.2841, 0.2644],
  "e_above_lowest_kcal_mol": 15.6,
  "s2": 0.95,
  "symbols": ["Ge", "V", "S", "O", "O", "O", "O", "N", "N", "N", "N", "C", "C", "C", "C", "C", "C", "C", "C", "C", "C", "C", "C", "C", "C", "C", "C", "C", "C", "C", "C", "C", "C", "C", "C", "C", "C", "C", "C", "C", "C", "C", "C", "C", "H", "H", "H", "H", "H", "H", "H", "H", "H", "H", "H", "H", "H", "H", "H", "H", "H", "H", "H", "H", "H", "H", "H", "H", "H", "H", "H", "H", "H", "H", "H", "H", "H", "H", "H", "H", "H", "H"],
  "coordinates": [[-2.114, -0.105, -1.661], [0.842, 0.281, 0.178], [0.062, 0.699, 2.460], [3.668, 1.818, -2.141], [3.167, 4.257, -3.211], [2.376, 0.309, -1.066], [1.401, 5.588, -3.365], [2.685, 0.275, 2.318], [0.527, 2.044, -0.629], [1.304, -1.488, 1.529], [-0.429, 2.964, -0.697], [-1.631, 2.766, -4.802], [-0.348, 2.475, -5.251], [-2.878, -1.802, -2.212], [2.638, 1.472, -1.575], [-4.094, -1.873, -2.895], [1.510, 2.461, -1.416], [-3.905, 2.119, -0.703], [0.365, 1.429, -4.675], [-2.198, 2.014, -3.775], [1.165, 3.689, -2.013], [4.556, 0.880, 4.862], [-3.339, 0.862, -0.470], [-2.184, -2.983, -1.946], [3.987, -0.336, 2.022], [1.457, -3.219, 3.339], [-1.094, -3.130, 2.925], [-4.673, 2.756, 0.273], [1.942, -2.752, 1.971], [-1.488, 0.968, -3.174], [4.637, -1.083, 3.192], [-4.336, 0.888, 1.747], [-3.569, 0.259, 0.775], [-4.889, 2.142, 1.498], [5.403, -0.188, 4.167], [-3.906, -4.269, -3.031], [-0.198, 0.685, -3.643], [-0.526, -0.348, -0.613], [-4.607, -3.099, -3.303], [1.915, 4.586, -2.936], [1.446, -0.252, 2.144], [-2.695, -4.212, -2.353], [0.127, -3.972, 3.307], [-0.092, 3.959, -1.529], [1.369, 1.204, -5.022], [-2.188, 3.583, -5.248], [2.219, -3.879, 3.762], [3.440, 3.403, -2.792], [-4.498, 0.405, 2.703], [3.864, -1.630, 3.742], [-1.234, -2.933, -1.427], [-3.750, 2.621, -1.653], [-2.148, -5.126, -2.144], [1.381, -2.353, 4.004], [0.219, -4.815, 2.614], [-5.483, 2.637, 2.259], [-3.207, 2.249, -3.448], [0.379, -0.104, -3.172], [-2.015, -3.668, 3.160], [0.096, 3.064, -6.047], [6.231, 0.292, 3.637], [-4.302, -5.225, -3.352], [5.326, -1.825, 2.780], [3.630, 0.456, 5.264], [-1.111, -2.179, 3.466], [5.102, 1.331, 5.693], [-3.127, -0.709, 0.990], [3.018, -2.640, 1.955], [-0.033, -4.406, 4.296], [3.857, -0.974, 1.154], [-1.295, 2.809, -0.207], [5.854, -0.831, 4.927], [-1.132, -2.909, 1.852], [4.645, 0.473, 1.702], [-0.749, 4.790, -1.740], [-4.650, -0.965, -3.112], [1.691, -3.494, 1.213], [0.307, -1.630, 1.365], [4.292, 1.698, 4.184], [2.670, 1.163, 2.786], [-5.552, -3.143, -3.832], [-5.107, 3.728, 0.070]]
}

***

Record 2
{
  "formula": "C33H38MnN4S",
  "method": "wB97M-V/def2-TZVPD",
  "spin_multiplicity": 5,
  "mol_weight_g_mol": 577.700,
  "total_charge": -1,
  "orbital_gap_ha": [0.1195, 0.2008],
  "e_above_lowest_kcal_mol": 46.0,
  "s2": 6.10,
  "symbols": ["Mn", "S", "N", "N", "N", "N", "C", "C", "C", "C", "C", "C", "C", "C", "C", "C", "C", "C", "C", "C", "C", "C", "C", "C", "C", "C", "C", "C", "C", "C", "C", "C", "C", "C", "C", "C", "C", "C", "C", "H", "H", "H", "H", "H", "H", "H", "H", "H", "H", "H", "H", "H", "H", "H", "H", "H", "H", "H", "H", "H", "H", "H", "H", "H", "H", "H", "H", "H", "H", "H", "H", "H", "H", "H", "H", "H", "H"],
  "coordinates": [[0.582, -0.548, 0.017], [0.391, 0.749, -1.833], [2.613, 1.977, -2.615], [0.720, 1.061, 2.549], [-1.200, 1.445, 1.601], [2.407, 0.088, 0.482], [4.054, 1.446, 1.689], [2.288, -2.975, 1.484], [-0.121, -2.117, -1.284], [-4.326, 1.759, -0.470], [-2.435, -1.747, -0.199], [-4.844, 0.642, 1.574], [4.198, 1.222, -4.198], [-5.270, 1.153, 0.352], [3.364, -0.074, -0.476], [-2.139, 2.882, -0.848], [-0.156, -2.171, 1.056], [-0.961, -1.911, -0.128], [-0.041, 0.697, 1.412], [2.859, 0.683, 1.658], [3.298, 0.226, -4.600], [2.030, 0.743, 2.801], [-2.990, 1.923, -0.073], [0.003, 1.904, 3.405], [1.185, -2.470, 0.615], [-0.615, -2.302, 2.468], [-2.541, 1.265, 1.091], [1.192, -2.470, -0.824], [-3.507, 0.703, 1.970], [4.623, 0.505, -0.410], [1.758, 0.933, -2.892], [-3.171, 0.204, 3.344], [4.943, 1.375, 0.639], [-0.624, -2.226, -2.681], [-6.715, 1.108, -0.022], [3.845, 2.094, -3.192], [2.267, -3.085, -1.653], [2.049, 0.119, -3.985], [-1.092, 2.260, 2.740], [0.400, 2.188, 4.358], [5.169, 1.327, -4.677], [-7.081, 2.097, -0.310], [-2.876, -1.636, 0.797], [3.079, -0.670, -1.357], [2.335, 2.620, -1.873], [2.383, 1.126, 3.757], [3.244, -2.616, -1.477], [-2.925, 1.019, 4.044], [-1.708, -2.284, 2.553], [-2.726, 3.266, -1.697], [-5.581, 0.196, 2.246], [-1.215, -3.150, -2.803], [-6.892, 0.434, -0.863], [2.416, -4.064, 1.374], [-1.832, 3.750, -0.243], [-1.860, 2.960, 3.021], [2.378, -4.152, -1.394], [-2.348, -0.527, 3.346], [-0.258, -3.239, 2.926], [-1.239, 2.403, -1.263], [3.253, -2.515, 1.229], [3.565, -0.466, -5.394], [2.040, -3.037, -2.725], [-1.273, -1.382, -2.952], [2.089, -2.773, 2.544], [-0.215, -1.482, 3.080], [5.858, 1.959, 0.632], [-2.920, -2.603, -0.697], [0.199, -2.266, -3.403], [1.284, -0.580, -4.310], [5.344, 0.280, -1.194], [4.208, 2.070, 2.570], [4.484, 2.881, -2.797], [-2.692, -0.845, -0.772], [-4.056, -0.304, 3.757], [-7.306, 0.757, 0.824], [-4.651, 2.183, -1.423]]
}

***

Record 3
{
  "formula": "C33H38N7O5P",
  "method": "wB97M-V/def2-TZVPD",
  "mol_weight_g_mol": 643.685,
  "orbital_gap_ha": 0.3290,
  "smiles": "CCOOC(=O)NP(O)O.c1ccncc1.c1ccncc1.c1ccncc1.c1ccncc1.c1ccncc1.c1ccncc1",
  "symbols": ["P", "O", "O", "O", "O", "O", "N", "N", "N", "N", "N", "N", "N", "C", "C", "C", "C", "C", "C", "C", "C", "C", "C", "C", "C", "C", "C", "C", "C", "C", "C", "C", "C", "C", "C", "C", "C", "C", "C", "C", "C", "C", "C", "C", "C", "C", "H", "H", "H", "H", "H", "H", "H", "H", "H", "H", "H", "H", "H", "H", "H", "H", "H", "H", "H", "H", "H", "H", "H", "H", "H", "H", "H", "H", "H", "H", "H", "H", "H", "H", "H", "H", "H", "H"],
  "coordinates": [[1.648, 0.938, 0.607], [0.938, 1.899, 1.861], [0.920, -0.284, -2.237], [0.982, -0.631, 0.747], [-0.721, 1.315, -2.424], [-1.788, 0.911, -1.680], [5.433, -1.069, -1.939], [-0.745, -2.532, 1.843], [-6.556, 0.243, 2.036], [3.479, 4.383, -0.969], [-4.133, 5.161, 1.232], [3.084, -7.533, -0.576], [1.400, 1.659, -1.002], [3.566, -2.035, -0.767], [5.822, 3.838, -1.074], [-1.822, -4.542, 3.452], [4.263, -8.068, -2.604], [2.835, -6.318, -1.091], [-3.276, 1.714, 0.248], [3.989, -6.807, -3.114], [-1.799, 1.531, -0.363], [-8.178, -0.839, 0.036], [3.815, 5.672, -1.139], [0.536, 0.862, -1.878], [-0.487, -4.582, 3.077], [6.140, 5.177, -1.250], [-2.737, 7.047, 1.768], [5.119, 6.116, -1.284], [-2.829, 7.506, 0.462], [-8.076, 0.536, 0.190], [4.487, 3.494, -0.941], [-2.034, -2.518, 2.219], [4.363, -3.084, -0.334], [-3.401, 5.877, 2.100], [3.260, -5.911, -2.346], [-4.207, 5.628, -0.024], [5.698, -3.120, -0.707], [0.000, -3.560, 2.279], [-2.615, -3.489, 3.018], [-3.577, 6.784, -0.456], [-7.257, 1.025, 1.195], [3.790, -8.381, -1.340], [6.182, -2.095, -1.504], [-7.465, -1.669, 0.889], [4.143, -1.060, -1.564], [-6.676, -1.083, 1.865], [-6.103, -1.691, 2.558], [-1.252, 0.791, 0.341], [-7.141, 2.092, 1.352], [5.331, 7.169, -1.421], [3.974, -9.355, -0.900], [1.081, 2.641, -0.965], [-3.661, -3.426, 3.292], [-3.356, 5.476, 3.108], [2.520, -1.976, -0.493], [0.023, 2.169, 1.602], [2.983, 6.368, -1.156], [7.221, -2.075, -1.820], [3.560, -0.221, -1.930], [0.246, -0.593, 1.401], [6.348, -3.924, -0.387], [1.038, -3.545, 1.962], [-2.614, -1.677, 1.852], [-3.810, 2.610, -0.217], [6.593, 3.079, -1.041], [-3.670, 7.112, -1.484], [4.187, 2.460, -0.805], [-7.521, -2.747, 0.797], [2.264, -5.653, -0.451], [-3.867, 0.732, 0.151], [3.946, -3.867, 0.291], [-2.162, 7.585, 2.512], [4.341, -6.525, -4.100], [-8.619, 1.213, -0.457], [-3.131, 1.869, 1.378], [4.829, -8.792, -3.176], [7.174, 5.486, -1.359], [-4.806, 5.031, -0.705], [-2.322, 8.417, 0.163], [-1.280, 2.546, -0.435], [-8.808, -1.260, -0.740], [3.028, -4.919, -2.712], [-2.241, -5.323, 4.077], [0.160, -5.389, 3.397]]
}

***

Record 4
{
  "formula": "C33H39AsN3O4S4SbTcTe",
  "method": "wB97M-V/def2-TZVPD",
  "mol_weight_g_mol": 1092.242,
  "total_charge": 1,
  "orbital_gap_ha": 0.2433,
  "e_above_lowest_kcal_mol": 0.0,
  "symbols": ["Te", "Sb", "Tc", "As", "S", "S", "S", "S", "O", "O", "O", "O", "N", "N", "N", "C", "C", "C", "C", "C", "C", "C", "C", "C", "C", "C", "C", "C", "C", "C", "C", "C", "C", "C", "C", "C", "C", "C", "C", "C", "C", "C", "C", "C", "C", "C", "C", "C", "H", "H", "H", "H", "H", "H", "H", "H", "H", "H", "H", "H", "H", "H", "H", "H", "H", "H", "H", "H", "H", "H", "H", "H", "H", "H", "H", "H", "H", "H", "H", "H", "H", "H", "H", "H", "H", "H", "H"],
  "coordinates": [[1.472, 1.964, -1.704], [-0.225, 3.539, 0.793], [0.381, 0.473, 0.183], [-3.385, 1.001, -1.375], [-0.422, 2.293, -3.165], [-1.379, -0.216, -1.165], [-1.337, 0.474, -3.191], [-3.181, 2.910, -0.777], [0.526, -4.930, 0.650], [-1.522, -2.619, 5.826], [1.848, 1.074, 1.670], [-3.316, -0.182, 1.529], [-0.104, -2.631, 1.511], [-0.620, -0.379, 1.869], [-1.408, -2.041, 3.295], [-1.478, 4.585, 2.163], [0.854, -1.491, -0.477], [-3.537, 1.336, 3.410], [-2.296, -4.274, 2.716], [0.549, -2.627, 0.259], [1.647, 4.127, 1.647], [-1.858, -3.334, 3.636], [1.839, -2.971, -2.155], [2.819, 1.038, -3.050], [3.444, 0.072, -5.149], [-2.922, 1.986, 4.473], [-1.921, -3.629, 5.007], [-0.791, 1.155, 3.760], [2.133, 0.111, 0.969], [1.499, -1.710, -1.703], [0.889, -3.918, -0.192], [-1.389, 0.489, 2.700], [4.714, -0.186, -4.653], [-1.553, 1.894, 4.656], [2.488, 0.684, -4.348], [-2.382, -4.863, 5.431], [-0.715, -1.649, 2.188], [1.542, -4.096, -1.395], [-2.783, -5.811, 4.494], [-4.698, -0.518, 1.652], [-2.779, 0.571, 2.534], [-1.602, -2.840, 7.228], [3.310, -0.775, 1.071], [4.091, 0.790, -2.547], [-2.745, -5.518, 3.144], [-0.289, 5.066, -0.704], [0.839, -6.261, 0.261], [5.039, 0.175, -3.352], [0.535, 4.956, -1.407], [1.496, 0.878, -4.739], [1.748, -0.867, -2.331], [0.462, -6.901, 1.052], [-1.204, 5.639, 2.116], [-1.077, 2.391, 5.491], [-5.339, 0.347, 1.469], [3.192, -0.205, -6.165], [1.918, -6.396, 0.164], [4.356, 1.077, -1.534], [-2.430, -5.098, 6.484], [1.744, 5.211, 1.596], [2.477, 3.664, 1.117], [5.454, -0.663, -5.282], [3.630, -1.089, 0.079], [0.351, -6.516, -0.681], [-4.907, -0.926, 2.642], [-3.077, -6.245, 2.415], [-0.157, -3.549, 1.929], [-4.893, -1.277, 0.898], [-3.526, 2.564, 5.160], [2.988, -1.676, 1.600], [1.808, -5.082, -1.746], [4.111, -0.291, 1.626], [-3.136, -6.776, 4.834], [-1.256, -1.924, 7.697], [-0.959, -3.668, 7.531], [-2.630, -3.041, 7.536], [-1.549, -1.336, 4.003], [-0.197, 6.028, -0.201], [-2.301, -4.036, 1.660], [6.031, -0.017, -2.965], [0.280, 1.056, 3.886], [-2.524, 4.464, 1.883], [1.682, 3.808, 2.688], [-1.229, 5.026, -1.249], [-4.608, 1.407, 3.288], [2.340, -3.085, -3.108], [-1.331, 4.211, 3.169]]
}

***

Record 5
{
  "formula": "C33H39Br2F6N4O7PPtS2",
  "method": "wB97M-V/def2-TZVPD",
  "mol_weight_g_mol": 1167.678,
  "orbital_gap_ha": 0.1744,
  "e_above_lowest_kcal_mol": 7.7,
  "symbols": ["Pt", "Br", "Br", "S", "S", "P", "F", "F", "F", "F", "F", "F", "O", "O", "O", "O", "O", "O", "O", "N", "N", "N", "N", "C", "C", "C", "C", "C", "C", "C", "C", "C", "C", "C", "C", "C", "C", "C", "C", "C", "C", "C", "C", "C", "C", "C", "C", "C", "C", "C", "C", "C", "C", "C", "C", "C", "H", "H", "H", "H", "H", "H", "H", "H", "H", "H", "H", "H", "H", "H", "H", "H", "H", "H", "H", "H", "H", "H", "H", "H", "H", "H", "H", "H", "H", "H", "H", "H", "H", "H", "H", "H", "H", "H", "H"],
  "coordinates": [[-0.265, 0.166, 1.269], [-5.961, 2.610, 3.540], [-1.876, -3.563, 6.525], [3.084, -0.542, 0.709], [3.997, -1.186, -1.695], [-0.334, -3.691, 0.127], [5.238, -3.351, -2.530], [3.337, 1.862, 1.667], [3.163, -3.655, -1.982], [4.674, -3.458, -0.448], [5.181, 1.208, 0.809], [3.537, 1.797, -0.481], [-1.236, -4.102, 1.474], [3.675, -0.937, -3.061], [5.151, -0.556, -1.130], [1.845, -0.225, 1.431], [0.258, -5.173, -0.188], [1.005, -3.134, 0.831], [3.995, -1.353, 1.449], [-2.109, 0.772, 1.685], [2.726, -0.987, -0.746], [-0.596, -0.939, 2.929], [-0.134, 1.412, -0.333], [-2.558, -3.601, 1.567], [0.169, 0.548, -4.077], [4.296, -3.024, -1.647], [-0.877, -0.530, -1.598], [0.631, 3.071, 1.257], [0.271, -1.769, 3.505], [-0.500, -6.220, -0.764], [-3.837, 2.424, 1.655], [-0.057, -2.548, 4.594], [0.443, 3.712, -1.043], [-1.303, -1.099, -2.951], [-1.354, -2.461, 5.083], [-2.635, 0.239, 2.828], [0.300, 2.694, -0.074], [1.892, -4.023, 1.539], [1.503, 4.618, 3.010], [-2.537, -0.347, -3.455], [-4.406, 1.850, 2.789], [1.338, 5.251, 0.575], [1.223, 5.955, -1.829], [-1.839, -0.795, 3.448], [-1.055, 1.310, -4.587], [-2.691, 1.855, 1.156], [1.139, 4.315, 1.583], [-0.157, -0.939, -3.949], [3.874, 1.174, 0.643], [-0.540, 0.967, -1.685], [-2.251, -1.579, 4.526], [0.987, 4.951, -0.734], [0.595, 1.113, -2.720], [-2.198, 1.139, -3.583], [-1.799, 1.696, -2.210], [-3.802, 0.767, 3.378], [-1.690, -0.683, -0.879], [-0.819, 2.372, -4.708], [1.451, 0.570, -2.354], [0.514, 2.349, 2.057], [1.262, -1.783, 3.078], [-4.197, 0.337, 4.286], [-4.267, 3.295, 1.188], [2.015, 5.599, -2.492], [1.742, 5.672, 3.138], [-2.919, -3.801, 2.576], [1.407, -4.411, 2.437], [-0.448, -1.343, -4.924], [0.888, 2.152, -2.852], [-3.375, -0.482, -2.763], [-1.632, 2.772, -2.287], [-1.361, 0.922, -5.563], [2.374, 4.026, 3.300], [-0.896, -5.937, -1.742], [-3.079, 1.687, -3.935], [-2.202, 2.279, 0.291], [-2.844, -0.739, -4.429], [-2.596, -2.522, 1.379], [0.157, 3.545, -2.070], [2.186, -4.854, 0.905], [2.774, -3.448, 1.796], [0.178, -7.063, -0.879], [0.025, -1.044, -1.261], [-3.222, -4.094, 0.852], [-2.631, 1.530, -1.517], [0.683, 4.356, 3.680], [1.764, 6.219, 0.813], [1.013, 0.672, -4.761], [-1.324, -6.512, -0.109], [-1.542, -2.160, -2.823], [1.530, 6.915, -1.418], [0.728, -1.476, -3.600], [0.670, -3.208, 5.040], [-3.261, -1.505, 4.900], [0.326, 6.102, -2.431]]
}

***

| no. | E (eV) |
| --- | --- |
| 1 | -142026.491 |
| 2 | -82950.315 |
| 3 | -64789.642 |
| 4 | -167717.886 |
| 5 | -245744.319 |